Model P:
# C23H27CsI2N4O5S3

A structure of composition C23H27CsI2N4O5S3 (ωB97M-V/def2-TZVPD, the OMol25 dataset).

Geometry as XYZ:
```
65
C23H27CsI2N4O5S3 (ωB97M-V/def2-TZVPD)
Cs 0.730 0.760 1.184
I 2.313 8.511 -2.650
I -0.538 5.417 1.654
S -1.529 -2.667 5.012
S 1.414 -2.712 5.021
S -0.095 -5.071 6.054
O -1.209 -1.828 0.520
O 1.324 3.173 0.393
O -2.647 -0.237 -1.096
O -0.352 0.141 3.589
O 1.421 -1.763 0.874
N 1.005 -0.542 -2.248
N 1.493 -3.841 1.801
N -4.330 -0.020 0.429
N 2.263 2.268 -2.478
C 0.858 -2.765 1.318
C -0.083 -1.249 -2.542
C -0.660 -2.840 1.352
C -3.152 -0.547 -0.025
C 0.122 -0.785 -4.874
C 3.170 3.121 -1.721
C 0.821 -4.915 2.526
C 2.791 0.969 -2.840
C 1.526 4.270 -0.211
C 2.942 -3.796 1.939
C 2.469 4.378 -1.300
C 2.678 5.566 -1.971
C -4.905 -0.371 1.723
C 1.977 6.720 -1.622
C -5.047 0.932 -0.396
C -2.528 -1.566 0.908
C -0.060 -3.533 5.351
C -0.567 -1.394 -3.840
C 1.055 6.674 -0.585
C -1.398 -0.283 3.725
C 0.844 5.488 0.095
C 1.652 0.068 -3.244
C 1.255 -0.040 -4.572
H -1.470 -1.965 -4.017
H 4.088 3.374 -2.280
H -3.158 -2.470 0.914
H -0.988 -2.731 2.398
H 1.400 -5.159 3.415
H -4.207 -0.197 2.544
H 1.889 2.761 -3.277
H -5.778 0.257 1.892
H 3.264 0.541 -1.956
H -0.146 -4.608 2.917
H -5.247 1.848 0.162
H 3.357 -4.776 1.680
H -0.220 -0.881 -5.898
H 0.709 -5.801 1.890
H 0.499 7.562 -0.306
H -6.003 0.518 -0.734
H -4.436 1.169 -1.258
H 3.346 -3.041 1.272
H 3.554 1.002 -3.637
H -5.230 -1.414 1.763
H 3.200 -3.567 2.979
H -0.599 -1.700 -1.697
H -2.556 -1.194 1.932
H -0.985 -3.831 1.009
H 1.827 0.461 -5.347
H 3.403 5.590 -2.782
H 3.468 2.560 -0.831
```

Results
HOMO-LUMO gap in eV: 3.54
Spin multiplicity: 1
Total charge: -2



Model Q:
# C23H27CsI2N4O5S3

A structure of composition C23H27CsI2N4O5S3 (ωB97M-V/def2-TZVPD, the OMol25 dataset).

Geometry as XYZ:
```
65
C23H27CsI2N4O5S3 (ωB97M-V/def2-TZVPD)
Cs -0.468 -1.047 -0.957
I -6.175 5.301 -2.982
I -1.199 2.123 -4.100
S 4.938 -1.117 2.033
S 2.847 0.192 3.734
S 2.142 -2.175 2.073
O 1.207 -3.406 -1.181
O -2.785 0.176 -2.107
O 1.232 1.363 -0.444
O -2.508 -3.263 -2.461
O 2.417 -1.015 -1.135
N -4.304 0.099 0.501
N 3.036 -4.503 -0.405
N 3.163 2.515 -0.750
N -1.853 0.345 1.846
C 4.613 2.518 -0.789
C -5.446 2.594 -1.802
C 2.394 -3.400 -0.866
C 2.431 1.368 -0.661
C -2.962 0.896 2.351
C -4.702 1.453 -1.600
C -3.455 1.235 -2.283
C -3.805 3.444 -3.344
C 3.245 -2.159 -1.022
C 3.298 -1.019 2.636
C -5.012 3.585 -2.678
C -3.119 1.109 3.712
C 2.207 -5.602 0.045
C -0.880 -0.020 2.680
C -2.089 0.748 4.573
C -4.028 1.258 1.342
C -3.054 2.302 -3.142
C -3.254 -3.367 -1.627
C -0.945 0.171 4.056
C 2.495 3.791 -0.625
C 3.235 0.103 -0.851
C -5.156 0.369 -0.651
C 4.334 -4.378 0.252
H -3.392 -0.209 0.183
H 1.914 -5.453 1.091
H 1.310 -5.648 -0.566
H 2.809 4.308 0.287
H 2.722 4.427 -1.485
H 1.424 3.617 -0.581
H 3.882 -2.053 -0.136
H 3.800 -0.073 0.082
H 4.966 3.445 -0.338
H -3.673 2.119 0.754
H -0.087 -0.117 4.649
H 2.763 -6.537 -0.043
H 5.068 -3.926 -0.415
H -3.446 4.217 -4.010
H 3.888 -2.272 -1.911
H 3.959 0.238 -1.667
H -4.034 1.552 4.084
H -6.381 2.716 -1.264
H -2.181 0.917 5.640
H -4.939 1.571 1.863
H 4.263 -3.768 1.159
H 0.013 -0.480 2.260
H 5.003 2.466 -1.812
H 5.028 1.700 -0.201
H -6.161 0.613 -0.285
H -5.230 -0.571 -1.205
H 4.680 -5.383 0.499
```

Results
HOMO-LUMO gap in eV: 3.92
Spin multiplicity: 1
Total charge: -2



Most stable: model Q (next structure +28.2 kcal/mol)



Model P:
# C3H7NO3S

The molecule C3H7NO3S (ωB97M-V/def2-TZVPD, the OMol25 dataset).

Geometry as XYZ:
```
15
C3H7NO3S (ωB97M-V/def2-TZVPD)
S 0.912 -1.807 0.919
O -0.496 -1.967 1.233
O 1.376 -2.541 -0.277
O 0.385 0.885 1.192
N 0.152 0.042 -1.564
C -0.856 0.864 -0.874
C -0.969 0.699 0.691
C 1.237 0.026 0.643
H -1.281 -0.356 0.957
H 1.041 0.499 -1.372
H -1.875 0.527 -1.331
H 2.196 0.332 0.849
H -0.598 1.907 -1.070
H 0.180 -0.811 -1.017
H -1.404 1.699 1.021
```

Results
HOMO-LUMO gap (spin up / spin down) in eV: 7.52 / 7.52
Spin multiplicity: 1
SMILES string: NCCOC=S(=O)=O



Model Q:
# C3H7NO3S

A cluster of 2 separate species, C3H7NO3S in total (ωB97M-V/def2-TZVPD, the OMol25 dataset).

Geometry as XYZ:
```
15
C3H7NO3S (ωB97M-V/def2-TZVPD)
S 2.115 -0.185 0.346
O 2.997 -0.843 1.317
O 1.938 -0.859 -0.939
O -1.070 1.249 0.211
N 2.940 1.242 -0.170
C -1.211 -0.194 -0.196
C -0.755 0.298 1.080
C -2.569 -0.854 -0.452
H -0.440 -0.297 -0.996
H 2.730 1.287 -1.109
H -2.942 -0.661 -1.415
H -3.396 -0.562 0.334
H 2.738 2.078 0.428
H -2.401 -2.014 -0.528
H -0.677 0.316 2.090
```

Results
HOMO-LUMO gap (spin up / spin down) in eV: 6.18 / 8.56
Spin multiplicity: 1



Most stable: model P (next structure +22.7 kcal/mol)



Model P:
# H40O20

A cluster of 20 separate species, H40O20 in total (ωB97M-V/def2-TZVPD, the OMol25 dataset).

Geometry as XYZ:
```
60
H40O20 (ωB97M-V/def2-TZVPD)
O -1.875 2.927 -3.668
O 5.321 -2.264 1.161
O -2.606 0.622 1.639
O -3.025 -2.354 2.139
O -2.183 2.925 3.324
O 4.837 0.151 -1.172
O -0.086 -5.474 1.853
O -3.528 3.557 0.807
O 2.855 2.346 -1.279
O 2.658 -2.129 -0.830
O 0.632 1.370 0.120
O -0.121 5.321 -2.551
O -4.733 0.309 0.072
O 0.646 -3.614 -3.215
O 5.071 1.677 1.532
O 1.630 -4.409 -0.907
O 0.324 0.509 3.230
O -3.425 2.028 -1.357
O -0.902 -3.317 4.381
O -2.479 -0.859 -3.964
H 5.731 0.495 -1.088
H 0.198 1.447 3.419
H -2.138 0.149 0.942
H -1.939 2.084 2.918
H -2.440 2.158 -3.771
H 5.517 -1.424 0.720
H 1.317 -3.509 -3.888
H -4.310 0.727 -0.720
H -2.042 3.343 -2.820
H -3.547 0.493 1.356
H -5.637 0.536 0.276
H 0.946 -3.775 -0.669
H 1.385 1.639 -0.422
H -1.950 -1.644 -3.790
H 0.846 -4.401 -2.669
H 3.596 2.954 -1.174
H 4.334 0.911 -0.858
H 2.022 -2.152 -1.542
H 2.966 -1.222 -0.744
H -3.336 -1.697 1.520
H -3.243 -1.191 -4.443
H 0.746 5.411 -2.140
H -2.710 1.549 -1.755
H 5.322 -2.798 0.353
H -3.467 -3.196 2.050
H 0.972 1.212 1.002
H 1.281 0.438 3.134
H 5.177 0.776 1.820
H 2.418 -3.942 -0.569
H -3.070 2.792 3.673
H -3.050 3.339 1.608
H -1.214 -2.598 3.829
H 4.308 2.075 1.130
H -0.395 -4.830 1.200
H 0.309 -6.073 1.201
H -2.998 2.000 -0.507
H 2.112 2.929 -1.365
H 0.047 -3.199 4.297
H 0.028 4.603 -3.159
H -3.098 4.267 0.330
```

Results
HOMO-LUMO gap in eV: 9.71
Spin multiplicity: 1



Model Q:
# H40O20

A cluster of 20 separate species, H40O20 in total (ωB97M-V/def2-TZVPD, the OMol25 dataset).

Geometry as XYZ:
```
60
H40O20 (ωB97M-V/def2-TZVPD)
O 0.961 4.225 -0.973
O 2.624 -1.713 3.227
O -3.836 -2.061 1.324
O -4.747 1.125 0.587
O -0.741 1.832 1.788
O -2.110 -2.392 4.486
O 1.469 0.288 1.780
O 4.115 1.382 -3.315
O -2.259 4.227 1.259
O -3.465 3.436 -3.979
O 4.038 -1.810 0.454
O -0.836 0.869 -4.949
O -1.490 -1.734 -2.859
O 1.522 0.684 -1.569
O 3.633 1.381 1.126
O 1.936 2.436 3.174
O -2.003 -1.206 -0.529
O 0.314 -2.522 1.004
O 2.448 -2.660 -4.093
O -3.464 -4.969 0.875
H -2.888 4.188 1.980
H -2.953 -5.212 1.643
H 0.635 0.605 -1.183
H 3.420 -1.716 2.666
H 3.050 1.597 0.426
H 1.088 -1.955 1.084
H -4.464 0.836 1.435
H 3.382 -2.875 -4.057
H -2.553 3.135 -4.047
H 1.994 -3.285 -3.517
H -4.202 0.783 -0.121
H 0.102 2.185 1.452
H 3.217 1.015 -3.339
H 3.743 -2.722 0.592
H -1.590 -2.261 3.692
H 0.933 3.624 -1.742
H -1.921 -1.811 -3.716
H -0.597 -1.431 -3.052
H 3.079 -2.242 3.891
H 4.971 -1.810 0.687
H -4.321 -2.208 2.147
H 2.138 3.340 3.375
H 1.953 0.319 2.615
H -0.054 1.170 -5.416
H -3.987 2.618 -3.947
H 3.549 2.145 1.742
H -0.700 1.058 -4.020
H 4.326 1.230 -2.387
H -2.282 -0.561 -1.166
H -1.585 -2.610 5.258
H 2.057 0.077 -1.028
H -0.468 -1.946 0.999
H 1.963 0.065 1.003
H 1.079 2.027 3.285
H -0.397 0.938 1.952
H -3.559 -1.152 1.380
H -3.330 -4.015 0.789
H 1.019 3.847 -0.101
H -2.690 3.993 0.449
H -1.264 -1.801 -0.523
```

Results
HOMO-LUMO gap in eV: 10.12
Spin multiplicity: 1



Most stable: model P (next structure +35.0 kcal/mol)



Model P:
# C21H25N5O4

A structure of composition C21H25N5O4 (ωB97M-V/def2-TZVPD, the OMol25 dataset).

Geometry as XYZ:
```
55
C21H25N5O4 (ωB97M-V/def2-TZVPD)
O -3.373 -1.344 0.414
O 0.512 5.777 -0.343
O 1.989 -0.649 1.339
O -1.757 -3.912 0.138
N 1.143 1.371 -2.567
N 0.123 3.213 -2.526
N -0.689 2.421 -1.669
N 2.055 4.908 -1.375
N 1.197 2.762 -2.808
C -1.601 -0.207 -0.800
C 0.228 -1.109 -1.613
C -1.364 -2.592 -0.432
C 0.657 5.216 -1.388
C -3.589 -2.300 1.451
C 2.755 3.180 0.103
C -2.035 -1.385 -0.269
C 2.041 0.608 0.889
C -0.223 -2.445 -1.311
C 3.094 0.881 0.024
C 0.644 -1.075 2.183
C 0.015 1.059 -1.921
C -0.094 4.730 -2.266
C -0.618 0.106 -1.352
C 3.500 2.103 -0.193
C -1.032 -5.022 0.002
C 1.678 2.823 0.893
C 3.051 4.541 -0.250
C -2.777 -2.323 2.566
C 1.435 1.535 1.523
C -1.740 -6.035 0.772
H 0.905 3.816 1.610
H -0.756 -5.198 -1.089
H 2.454 5.273 0.466
H 3.844 4.732 -0.556
H 0.443 4.898 -3.513
H -1.838 -5.983 1.717
H -4.838 -1.871 1.657
H -3.973 -3.261 0.848
H 4.221 2.202 -0.890
H 0.820 -2.058 2.147
H -2.348 0.774 -0.507
H 0.471 1.447 2.033
H -2.050 -2.725 2.235
H 3.896 0.060 -0.299
H -0.133 -0.583 1.854
H -2.799 -6.242 0.309
H 0.820 -0.543 3.004
H -1.145 4.777 -2.184
H 0.059 -4.757 0.431
H 0.581 -3.164 -1.215
H -2.822 -1.389 3.144
H 1.333 -1.207 -2.178
H 2.223 4.150 -2.148
H -3.368 -3.058 3.222
H -1.226 -6.929 0.691
```

Results
HOMO-LUMO gap in eV: 7.94
Spin multiplicity: 1



Model Q:
# C21H25N5O4

The molecule C21H25N5O4 (ωB97M-V/def2-TZVPD, the OMol25 dataset).

Geometry as XYZ:
```
55
C21H25N5O4 (ωB97M-V/def2-TZVPD)
O 0.384 -1.386 -5.929
O 0.853 -3.577 -5.610
O -2.919 3.133 5.683
O -1.681 6.302 4.610
N 1.248 0.984 0.968
N -1.392 3.680 4.055
N 1.080 -2.140 -3.911
N 0.396 -0.945 1.700
N 1.323 -1.862 -1.030
C -1.001 2.449 3.519
C -1.538 1.239 3.986
C 1.425 -3.253 -3.051
C -2.922 7.424 6.079
C -2.278 3.952 5.053
C 0.551 -3.812 -6.985
C 0.400 -1.074 -1.847
C 0.737 -2.290 -5.208
C 0.344 1.257 1.962
C -0.205 0.044 2.439
C -1.148 0.029 3.454
C -2.401 5.397 5.320
C -3.183 6.046 6.240
C 0.915 -0.852 -3.266
C -2.004 7.516 5.077
C 2.174 -2.730 -1.834
C 2.119 -1.052 -0.118
C 0.164 -2.357 1.813
C 1.256 -0.315 0.847
C 0.976 -5.227 -7.331
C -0.056 2.471 2.503
H -0.883 -2.533 2.056
H -0.555 -1.611 -1.895
H -3.851 5.581 6.934
H 2.488 -3.572 -1.208
H 0.400 -2.830 0.861
H 2.745 -0.310 -0.639
H 0.225 -0.113 -1.363
H 1.871 -0.315 -3.242
H -2.267 1.271 4.777
H 2.780 -1.730 0.434
H 0.210 -0.264 -3.857
H 0.785 -2.790 2.603
H 2.045 -5.347 -7.176
H 2.055 -3.950 -3.609
H 0.363 3.396 2.139
H 3.081 -2.206 -2.176
H 1.079 -3.074 -7.598
H 0.523 -3.789 -2.732
H 0.451 -5.940 -6.701
H -1.567 -0.894 3.826
H -0.940 4.482 3.635
H -3.355 8.233 6.630
H -1.522 8.359 4.622
H 0.743 -5.433 -8.372
H -0.525 -3.674 -7.141
```

Results
HOMO-LUMO gap in eV: 8.50
Spin multiplicity: 1
SMILES string: CCOC(=O)N1CCN(Cc2nc3cc(NC(=O)c4ccco4)ccc3n2C)CC1



Most stable: model Q (next structure +557.2 kcal/mol)